Entry from the OMol25 dataset: C3H5NS2 in the gas phase at a distorted geometry (ωB97M-V/def2-TZVPD).

Element x y z (Å)
N1 3.1679 -0.3545 -0.0849
C1 1.8509 -0.0149 -0.0036
C2 0.7811 -0.7779 0.0807
C3 -0.5115 0.0190 0.0927
S1 -0.7504 1.6238 0.0103
S2 -1.8570 -1.0820 -0.0466
H1 3.6108 0.4892 -0.2394
H2 3.5825 -1.0259 0.5504
H3 1.7535 1.0469 -0.2132
H4 0.7485 -1.8644 0.0016
H5 -2.8741 -0.1902 0.0574

As for the relative energy (zero: lowest compared OMol25 entry of this formula, charge and spin): 118.41 kJ/mol. The calculation puts the strongest force on any atom at 0.0541 hartree/bohr. As for the LUMO energy: -0.065 eV. As for the charge: 0. The calculation puts the HOMO energy at -0.30672 Ha. As for the structure (SMILES): N/C=C/C(=S)S. The calculation puts the frontier orbital gap at 0.304 Eh.